1.
{
  "formula": "CH5NO2",
  "method": "ωB97M-V with the def2-TZVPD basis set",
  "homo_lumo_gap_ha": 0.400,
  "e_tot_ha": -246.33924,
  "smiles": "NC=O.O",
  "molar_mass_g_mol": 63.06,
  "multiplicity": 1,
  "e_homo_ev": -10.103,
  "de_lowest_kcal_mol": 11.1,
  "elements": ["O", "C", "N", "H", "H", "H", "O", "H", "H"],
  "coordinates": [[-0.013, -0.220, -0.190], [0.169, -0.991, -1.124], [1.341, -1.476, -1.453], [-0.691, -1.369, -1.729], [2.215, -1.274, -0.961], [1.342, -2.108, -2.257], [-1.732, 2.767, 2.605], [-1.071, 2.650, 1.885], [-1.560, 2.021, 3.223]],
  "atomic_forces_ev_per_a": [[-0.049, -0.394, -0.665], [-1.932, 1.453, 1.893], [1.837, -1.594, -1.645], [0.503, 0.147, 0.054], [-0.815, 0.017, -0.262], [0.458, 0.404, 0.655], [0.845, -0.817, -0.041], [-0.702, 0.005, 0.760], [-0.144, 0.779, -0.749]]
}



2.
{
  "formula": "C48H73Cl2NO15S5",
  "method": "ωB97M-V with the def2-TZVPD basis set",
  "homo_lumo_gap_ha": 0.248,
  "e_tot_ha": -5967.26838,
  "smiles": "Cc1cccc(Cc2c(CCCCCCCCCCCCn3cccc3)cc3c(c2S)C(=O)C(Cl)=C(CC(=O)Cl)C3=O)c1.CCOS(C)(=O)=O.CCOS(C)(=O)=O.CCOS(C)(=O)=O.CCOS(C)(=O)=O",
  "molar_mass_g_mol": 1135.34,
  "multiplicity": 1,
  "e_homo_ev": -7.950,
  "elements": ["C", "C", "C", "C", "C", "C", "C", "C", "C", "C", "C", "C", "C", "C", "C", "C", "C", "C", "C", "C", "C", "N", "C", "C", "C", "C", "C", "C", "C", "C", "S", "C", "O", "C", "Cl", "C", "C", "C", "O", "Cl", "C", "O", "C", "H", "H", "H", "H", "H", "H", "H", "H", "H", "H", "H", "H", "H", "H", "H", "H", "H", "H", "H", "H", "H", "H", "H", "H", "H", "H", "H", "H", "H", "H", "H", "H", "H", "H", "H", "H", "H", "H", "H", "H", "H", "O", "S", "O", "O", "C", "C", "C", "H", "H", "H", "H", "H", "H", "H", "H", "O", "S", "O", "O", "C", "C", "C", "H", "H", "H", "H", "H", "H", "H", "H", "O", "S", "O", "O", "C", "C", "C", "H", "H", "H", "H", "H", "H", "H", "H", "O", "S", "O", "O", "C", "C", "C", "H", "H", "H", "H", "H", "H", "H", "H"],
  "coordinates": [[5.928, -0.992, 3.424], [5.560, -1.918, 2.209], [6.591, -2.896, 1.824], [6.340, -3.770, 0.682], [5.076, -3.643, -0.021], [4.030, -2.671, 0.344], [2.752, -2.660, -0.552], [2.088, -1.268, -0.735], [0.626, -1.141, -0.524], [-0.297, -2.332, -0.104], [-1.691, -2.254, -0.894], [-2.368, -3.672, -1.061], [-3.264, -4.105, 0.155], [-4.548, -3.224, 0.373], [-5.410, -2.970, -0.927], [-6.960, -2.916, -0.523], [-7.751, -1.824, -1.343], [-7.892, -0.413, -0.627], [-6.923, -0.185, 0.598], [-6.794, 1.352, 0.918], [-8.085, 2.004, 1.549], [-8.815, 1.134, 2.486], [-8.413, 0.886, 3.795], [-9.443, 0.005, 4.323], [-10.481, -0.250, 3.296], [-10.008, 0.517, 2.134], [-0.058, 0.155, -0.729], [0.666, 1.333, -1.150], [2.138, 1.247, -1.347], [2.805, -0.046, -1.145], [4.618, -0.098, -1.461], [2.844, 2.557, -1.755], [3.797, 2.668, -2.483], [2.200, 3.876, -1.182], [3.202, 5.271, -0.715], [0.848, 3.958, -1.043], [0.088, 5.210, -0.530], [-0.275, 5.073, 1.002], [-1.387, 5.173, 1.401], [1.050, 4.772, 2.201], [-0.030, 2.710, -1.414], [-1.129, 2.820, -1.893], [4.282, -1.803, 1.485], [5.587, 0.065, 3.280], [5.630, -1.430, 4.411], [7.057, -0.945, 3.444], [7.569, -2.981, 2.344], [7.068, -4.520, 0.305], [4.885, -4.324, -0.890], [3.073, -3.039, -1.567], [2.061, -3.443, -0.148], [-0.579, -2.211, 0.981], [0.122, -3.338, -0.338], [-2.390, -1.580, -0.325], [-1.564, -1.781, -1.910], [-1.561, -4.416, -1.312], [-3.024, -3.607, -1.975], [-3.501, -5.207, 0.088], [-2.640, -4.008, 1.097], [-4.305, -2.228, 0.841], [-5.188, -3.762, 1.127], [-5.102, -2.031, -1.457], [-5.288, -3.829, -1.649], [-7.103, -2.868, 0.584], [-7.378, -3.916, -0.848], [-8.795, -2.206, -1.512], [-7.270, -1.691, -2.347], [-8.955, -0.254, -0.321], [-7.620, 0.366, -1.400], [-7.358, -0.719, 1.482], [-5.899, -0.562, 0.323], [-5.946, 1.503, 1.636], [-6.558, 1.885, -0.045], [-7.759, 2.909, 2.140], [-8.801, 2.384, 0.780], [-7.513, 1.274, 4.312], [-9.442, -0.425, 5.349], [-11.378, -0.888, 3.402], [-10.536, 0.577, 1.156], [-1.155, 0.272, -0.562], [5.154, 0.849, -0.614], [-0.895, 5.346, -1.060], [0.647, 6.172, -0.654], [3.535, -1.039, 1.791], [7.654, -7.027, 0.375], [7.833, -8.435, 0.586], [6.727, -9.299, 0.868], [8.960, -8.649, 1.713], [8.766, -8.031, 2.993], [7.694, -8.732, 3.806], [8.734, -9.111, -0.772], [8.539, -6.969, 2.870], [9.718, -8.099, 3.520], [6.714, -8.631, 3.339], [7.631, -8.305, 4.809], [7.907, -9.799, 3.884], [9.600, -8.485, -0.976], [8.067, -9.121, -1.633], [9.035, -10.127, -0.525], [8.176, 5.413, 1.386], [8.887, 5.601, 0.152], [8.678, 6.754, -0.671], [8.720, 4.282, -0.752], [7.394, 3.844, -1.080], [6.746, 4.743, -2.114], [10.617, 5.450, 0.464], [6.782, 3.771, -0.177], [7.487, 2.836, -1.489], [6.581, 5.746, -1.717], [5.778, 4.344, -2.424], [7.387, 4.845, -2.992], [10.798, 4.557, 1.059], [10.929, 6.336, 1.014], [11.144, 5.400, -0.488], [-9.864, -2.007, -3.819], [-9.770, -2.372, -5.203], [-9.052, -1.567, -6.145], [-11.251, -2.638, -5.769], [-12.221, -1.587, -5.654], [-11.954, -0.458, -6.632], [-9.177, -4.029, -5.322], [-12.261, -1.219, -4.626], [-13.191, -2.032, -5.877], [-11.018, 0.052, -6.403], [-12.755, 0.282, -6.594], [-11.871, -0.843, -7.651], [-9.739, -4.661, -4.637], [-8.123, -4.019, -5.045], [-9.287, -4.370, -6.349], [3.384, 9.954, 1.585], [4.392, 9.814, 2.597], [5.771, 10.091, 2.327], [4.273, 8.349, 3.246], [4.360, 7.211, 2.375], [5.781, 6.977, 1.890], [3.908, 10.735, 4.022], [3.667, 7.320, 1.537], [4.034, 6.345, 2.953], [6.121, 7.797, 1.256], [5.846, 6.058, 1.309], [6.470, 6.915, 2.733], [2.872, 10.507, 4.262], [4.014, 11.791, 3.780], [4.567, 10.478, 4.849]],
  "atomic_forces_ev_per_a": [[0.779, -0.389, -0.793], [0.223, -0.749, -0.547], [-2.148, -0.028, -1.693], [-1.822, 1.542, 0.533], [-0.035, 0.855, 1.057], [2.215, -0.609, 0.789], [0.970, 0.283, -0.055], [-1.979, 1.576, -0.012], [0.609, 1.318, -0.451], [-1.055, 0.881, -0.671], [-0.135, -0.157, 0.158], [-0.252, 0.549, -0.431], [0.894, 0.228, 0.544], [-0.052, -0.293, -0.334], [-0.582, -0.475, 0.863], [0.226, -0.465, -1.394], [-0.571, -0.153, 0.800], [0.830, 0.134, -0.479], [-0.638, 0.575, -0.557], [-0.191, -0.454, 0.053], [0.554, 0.751, 0.161], [-0.120, 0.418, -0.672], [-3.098, -2.253, 0.277], [0.329, 0.559, -1.039], [3.058, 2.135, -0.745], [-0.980, -1.845, 2.905], [1.841, 0.193, -0.438], [1.449, -1.167, 0.284], [-1.859, -1.325, 0.663], [-0.652, 0.955, 0.277], [-0.455, -0.225, 0.190], [-0.145, 0.634, 0.342], [-0.360, -0.286, 0.444], [-1.371, -0.336, 0.480], [-0.366, -1.410, -0.712], [0.132, 0.140, 0.045], [-0.009, -0.218, 0.308], [-0.612, 0.158, -0.727], [0.571, -0.055, -0.098], [-0.211, 0.082, -0.775], [1.462, -0.449, 0.324], [0.343, -0.011, 0.515], [1.651, -1.564, -0.515], [-0.038, -1.016, 0.307], [-0.089, 0.542, -0.909], [-1.134, 0.019, 0.063], [-0.962, 0.308, -0.261], [-0.562, 0.687, 0.561], [0.205, 0.772, 0.861], [-0.327, 0.433, 0.967], [0.376, 1.029, -0.337], [0.713, -0.457, -0.942], [-0.074, 0.955, 0.496], [0.591, -0.612, -0.579], [0.095, -0.551, 1.005], [-0.848, 0.524, 0.417], [0.595, -0.174, 0.830], [-0.045, 1.175, -0.123], [-0.558, -0.186, -0.887], [-0.053, -0.980, -0.428], [0.577, 0.494, -0.700], [-0.205, -0.773, 0.492], [0.023, 0.922, 0.680], [0.109, 0.267, -0.942], [0.332, 0.948, 0.514], [1.083, 0.372, -0.052], [-0.451, -0.214, 0.872], [0.918, -0.060, -0.216], [-0.517, -0.633, 0.787], [0.766, 0.333, -0.609], [-1.007, 0.207, 0.492], [-0.641, -0.082, -0.644], [-0.112, -0.340, 1.014], [-0.347, -0.834, -0.669], [0.558, -0.563, 0.545], [-0.828, -0.198, -0.905], [0.022, 0.496, -1.005], [0.816, 0.673, -0.226], [1.005, 0.316, 0.881], [1.131, -0.304, -0.198], [-0.903, -0.476, -0.381], [0.927, -0.433, 0.588], [-0.132, -1.008, 0.100], [0.672, -0.618, -0.231], [-0.248, -0.196, 0.190], [0.653, -0.318, 0.078], [-0.055, 0.390, -0.055], [-0.101, -0.036, -0.618], [-0.298, 0.250, 0.790], [-0.275, -0.087, -0.130], [0.179, -0.025, 0.001], [-0.023, -0.063, -0.183], [0.091, -0.092, -0.344], [0.052, 0.027, 0.035], [0.125, 0.012, -0.033], [0.055, 0.070, 0.049], [-0.055, -0.018, 0.060], [-0.064, 0.054, 0.107], [-0.038, 0.058, 0.033], [0.097, 0.120, -0.468], [0.428, -0.586, -0.253], [-0.230, -0.040, 0.372], [0.452, 0.297, 0.464], [-0.843, -0.019, -0.377], [-0.076, 0.297, -0.010], [0.104, -0.148, -0.035], [0.148, 0.103, 0.084], [0.332, 0.058, 0.134], [-0.003, -0.054, -0.001], [0.081, -0.124, 0.041], [-0.024, -0.084, 0.037], [-0.059, 0.034, -0.052], [-0.137, 0.008, -0.024], [-0.071, 0.006, 0.025], [0.019, 0.279, -0.340], [-0.393, -0.527, -0.265], [-0.028, 0.103, 0.374], [0.522, -0.301, 0.160], [-0.443, 0.748, -0.056], [0.286, 0.117, -0.042], [-0.106, -0.145, -0.026], [0.160, -0.108, 0.005], [0.216, -0.291, 0.040], [-0.063, -0.016, 0.011], [-0.059, -0.113, 0.025], [-0.087, 0.004, 0.050], [-0.005, 0.074, -0.038], [-0.050, 0.128, 0.015], [-0.014, 0.060, 0.041], [0.370, -0.043, -0.078], [-0.119, -0.428, 0.593], [-0.283, 0.081, -0.256], [-0.170, 0.650, 0.147], [0.404, -0.621, -0.643], [-0.132, 0.365, -0.051], [-0.082, -0.055, 0.145], [-0.043, 0.185, 0.102], [-0.133, 0.296, 0.221], [-0.005, -0.069, -0.007], [-0.109, -0.020, 0.137], [-0.059, -0.123, -0.059], [0.066, -0.032, -0.042], [0.032, -0.075, -0.106], [-0.011, -0.022, -0.074]]
}



Which value of multiplicity does entry 1 give? 1